Computed, not measured: a molecular structure, C14H15N3S, with ωB97M-V/def2-TZVPD.

```
! RIJCOSX wB97M-V def2-TZVPD def2/J DEFGRID3
* xyz 0 1
C -3.836 2.374 -1.373
C -2.899 1.717 -1.014
C -1.593 1.194 -0.728
C -0.999 1.493 0.545
C 0.239 1.073 0.912
C 0.801 1.448 2.261
C 1.515 0.340 3.054
C 0.714 -0.130 4.267
C -0.456 -1.061 3.885
C 0.954 0.312 -0.061
N 2.198 -0.155 0.053
S 2.539 -0.915 -1.310
N 1.170 -0.705 -2.119
C 0.364 -0.001 -1.325
C -0.937 0.443 -1.650
H -4.747 2.869 -1.598
H -1.599 2.076 1.228
H -0.044 1.796 2.853
H 1.455 2.310 2.132
H 1.735 -0.524 2.437
H 2.480 0.716 3.392
H 1.388 -0.681 4.922
H 0.345 0.722 4.836
H -0.573 -1.850 4.623
H -0.248 -1.547 2.934
H -1.390 -0.511 3.815
H -1.364 0.198 -2.609
C 0.758 -2.110 -5.337
C -0.110 -2.281 -6.495
N -0.793 -2.415 -7.406
H 1.682 -2.665 -5.483
H 0.994 -1.057 -5.200
H 0.262 -2.474 -4.440
*
```

Results
relative energy (zero: lowest compared OMol25 entry of this formula, charge and spin) = 69.39 kcal/mol
electronic energy = -30064.6641 eV
LUMO level = -0.8 eV